No. 1
Formula: C4H7NO2
Source: OMol25
Level of theory: ωB97M-V with the def2-TZVPD basis set

relative energy (zero: lowest compared OMol25 entry of this formula, charge and spin) = 105.34 kcal per mole
net charge = 0
Kohn-Sham gap = 9.8755 eV
E_tot = -9842.7115 eV

Each line ends with the Mulliken charge.
Geometry (Å):
C (1.679, 0.419, -0.521)  -0.89
C (0.449, 0.185, -0.086)  0.18
N (0.033, 0.435, 1.260)  -0.21
O (1.179, 0.435, 2.104)  -0.44
C (-0.683, -0.219, -0.963)  0.12
C (-1.583, -1.300, -0.547)  -0.42
O (-2.011, 0.053, -0.539)  -0.44
H (2.466, 0.652, 0.187)  0.31
H (1.887, 0.424, -1.582)  0.25
H (-0.171, 1.424, 1.090)  0.31
H (0.790, 0.447, 2.987)  0.33
H (-0.506, -0.054, -2.025)  0.37
H (-2.023, -1.945, -1.309)  0.28
H (-1.454, -1.734, 0.443)  0.25

No. 2
Formula: C4H7NO2
Source: OMol25
Level of theory: ωB97M-V with the def2-TZVPD basis set

relative energy (zero: lowest compared OMol25 entry of this formula, charge and spin) = 149.84 kcal per mole
net charge = 0
Kohn-Sham gap (spin up / spin down) = 8.7616 / 6.8932 eV
E_tot = -9840.7819 eV

Each line ends with the Mulliken charge.
Geometry (Å):
O (0.067, -2.211, -1.027)  -0.42
N (0.026, -0.927, -1.700)  -0.54
C (0.115, -0.065, -0.594)  0.33
C (-0.278, 1.416, -0.453)  -0.35
C (-0.195, 1.256, 1.100)  -0.42
C (-0.006, -0.209, 0.832)  0.08
O (0.230, -1.231, 1.642)  -0.53
H (0.197, -2.834, -1.751)  0.33
H (-1.303, 1.611, -0.770)  0.24
H (0.382, 2.159, -0.911)  0.29
H (-1.155, 1.419, 1.612)  0.22
H (0.586, 1.849, 1.608)  0.25
H (1.232, -0.219, -0.655)  0.14
H (0.102, -2.016, 1.067)  0.39

No. 3
Formula: C4H7NO2
Source: OMol25
Level of theory: ωB97M-V with the def2-TZVPD basis set

relative energy (zero: lowest compared OMol25 entry of this formula, charge and spin) = 172.53 kcal per mole
net charge = 0
Kohn-Sham gap = 9.3063 eV
E_tot = -9839.7979 eV

Each line ends with the Mulliken charge.
Geometry (Å):
C (0.246, -0.748, -0.492)  -0.30
C (-0.944, -0.776, 0.383)  -0.04
C (-0.147, 1.450, 0.668)  -0.22
C (-0.884, 0.029, -0.829)  -0.23
H (2.136, -0.280, -0.639)  0.20
H (2.268, -1.246, 0.411)  0.27
H (0.254, -1.736, -1.053)  0.28
H (-2.143, -1.193, 0.581)  0.33
H (-0.368, 2.435, 1.388)  0.24
H (0.994, 0.944, 0.518)  0.46
H (-1.343, -0.076, -1.848)  0.38
N (1.639, -0.425, 0.121)  -0.56
O (-0.687, 0.145, 1.373)  -0.41
O (-1.022, 1.476, -0.582)  -0.40

No. 4
Formula: C4H7NO2
Source: OMol25
Level of theory: ωB97M-V with the def2-TZVPD basis set

relative energy (zero: lowest compared OMol25 entry of this formula, charge and spin) = 68.90 kcal per mole
net charge = 0
Kohn-Sham gap = 10.6925 eV
E_tot = -9844.2918 eV

Each line ends with the Mulliken charge.
Geometry (Å):
C (-2.721, 0.815, -0.163)  -0.92
C (0.225, -0.115, 1.458)  -0.13
O (0.055, -1.128, 0.628)  -0.13
C (1.108, -1.233, -0.346)  -0.17
C (2.004, -0.100, 0.036)  0.45
N (3.087, 0.256, -0.479)  -0.62
O (1.372, 0.508, 1.119)  -0.19
H (-3.512, 1.567, -0.170)  0.30
H (-3.163, -0.177, -0.280)  0.24
H (-2.028, 1.011, -0.985)  0.20
H (-2.178, 0.854, 0.783)  0.21
H (0.685, -1.122, -1.344)  0.23
H (1.586, -2.207, -0.250)  0.24
H (3.478, 1.071, -0.006)  0.29

No. 5
Formula: C4H7NO2
Source: OMol25
Level of theory: ωB97M-V with the def2-TZVPD basis set

relative energy (zero: lowest compared OMol25 entry of this formula, charge and spin) = 60.50 kcal per mole
net charge = 0
Kohn-Sham gap = 10.2933 eV
E_tot = -9844.6562 eV

Each line ends with the Mulliken charge.
Geometry (Å):
O (-0.472, -2.180, -0.281)  -0.51
C (-1.019, -0.886, -0.344)  -0.63
C (0.000, 0.174, 0.045)  0.86
C (-0.370, 1.463, 0.667)  -0.61
N (0.156, 0.368, 1.482)  -0.60
C (1.202, 0.085, -0.856)  -0.12
O (1.959, -0.863, -0.820)  -0.50
H (0.498, -2.102, -0.354)  0.38
H (-1.412, -0.676, -1.353)  0.25
H (-1.849, -0.819, 0.369)  0.34
H (-1.418, 1.705, 0.831)  0.25
H (0.268, 2.330, 0.490)  0.29
H (1.125, 0.526, 1.748)  0.25
H (1.332, 0.873, -1.624)  0.35

No. 6
Formula: C4H7NO2
Source: OMol25
Level of theory: ωB97M-V with the def2-TZVPD basis set

relative energy (zero: lowest compared OMol25 entry of this formula, charge and spin) = 63.55 kcal per mole
net charge = 0
Kohn-Sham gap = 10.6527 eV
E_tot = -9844.5237 eV

Each line ends with the Mulliken charge.
Geometry (Å):
C (-1.741, 0.702, -0.110)  -0.96
C (-1.932, -0.786, -0.172)  0.21
O (-1.208, -1.555, -0.762)  -0.48
C (1.779, -0.759, -0.134)  -0.22
C (1.468, 0.328, 0.798)  0.42
N (1.918, 0.715, -0.426)  -0.39
O (1.142, 0.742, 1.878)  -0.54
H (-1.571, 1.004, 0.931)  0.25
H (-2.655, 1.203, -0.450)  0.35
H (-0.890, 1.010, -0.723)  0.28
H (-2.816, -1.174, 0.377)  0.34
H (1.008, -1.254, -0.718)  0.24
H (2.679, -1.338, 0.073)  0.25
H (2.818, 1.161, -0.562)  0.25

No. 7
Formula: C4H7NO2
Source: OMol25
Level of theory: ωB97M-V with the def2-TZVPD basis set

relative energy (zero: lowest compared OMol25 entry of this formula, charge and spin) = 30.52 kcal per mole
net charge = 0
Kohn-Sham gap = 10.0728 eV
E_tot = -9845.9563 eV

Each line ends with the Mulliken charge.
Geometry (Å):
O (-2.048, -0.893, -0.072)  -0.55
C (-0.752, -0.508, 0.274)  0.17
C (0.350, -1.047, -0.639)  -0.62
N (1.450, -0.075, -0.496)  -0.38
C (0.928, 1.235, -0.099)  -0.48
C (-0.548, 0.989, 0.129)  0.50
O (-1.460, 1.782, 0.106)  -0.60
H (-2.569, -0.073, -0.107)  0.35
H (-0.523, -0.766, 1.322)  0.23
H (0.695, -2.043, -0.348)  0.29
H (-0.067, -1.109, -1.655)  0.29
H (1.991, -0.014, -1.347)  0.27
H (1.062, 2.021, -0.851)  0.27
H (1.395, 1.586, 0.833)  0.25

No. 8
Formula: C4H7NO2P
Source: OMol25
Level of theory: ωB97M-V with the def2-TZVPD basis set

relative energy (zero: lowest compared OMol25 entry of this formula, charge and spin) = 68.36 kcal per mole
net charge = +1
Kohn-Sham gap (spin up / spin down) = 8.2705 / 7.9278 eV
E_tot = -19123.0454 eV

Each line ends with the Mulliken charge.
Geometry (Å):
C (0.020, 1.187, -0.423)  0.62
C (0.177, -1.170, 1.107)  -0.40
C (1.459, -0.301, 0.825)  -0.29
C (-0.641, 2.147, -1.220)  -0.80
N (-0.772, -1.047, 0.076)  -0.09
O (-1.611, -3.195, -0.165)  -0.42
O (1.073, 0.987, 0.159)  -0.23
P (-1.789, -1.939, -0.852)  0.23
H (0.362, -2.243, 1.121)  0.42
H (-0.009, -0.878, 2.092)  0.31
H (1.914, 0.132, 1.714)  0.34
H (1.998, -0.842, -0.044)  0.30
H (-1.710, 1.891, -1.407)  0.31
H (-0.052, 2.192, -2.229)  0.34
H (-0.418, 3.079, -0.753)  0.36

No. 9
Formula: C4H7NO2S
Source: OMol25
Level of theory: ωB97M-V with the def2-TZVPD basis set

relative energy (zero: lowest compared OMol25 entry of this formula, charge and spin) = 76.95 kcal per mole
net charge = -2
Kohn-Sham gap = 5.3917 eV
E_tot = -20679.0313 eV

Each line ends with the Mulliken charge.
Geometry (Å):
O (-1.485, 1.135, 1.408)  -0.51
C (-0.358, 1.362, 1.025)  -0.13
C (0.212, 0.673, -0.236)  0.00
C (0.967, -0.597, 0.226)  -0.74
S (2.506, -0.221, 1.139)  -0.73
N (-0.882, 0.482, -1.179)  -0.45
C (-1.852, -0.661, -1.103)  -0.11
O (-1.770, -1.453, -2.182)  -0.93
H (0.138, 2.230, 1.502)  0.36
H (0.917, 1.367, -0.703)  0.29
H (1.141, -1.109, -0.714)  0.28
H (0.266, -1.226, 0.756)  0.21
H (-0.509, 0.403, -2.113)  0.24
H (-2.851, -0.192, -0.873)  0.15
H (-1.704, -1.213, -0.135)  0.06

No. 10
Formula: C4H7NO2S
Source: OMol25
Level of theory: ωB97M-V with the def2-TZVPD basis set

relative energy (zero: lowest compared OMol25 entry of this formula, charge and spin) = 91.22 kcal per mole
net charge = 0
Kohn-Sham gap = 11.4653 eV
E_tot = -20678.7809 eV

Each line ends with the Mulliken charge.
Geometry (Å):
C (-1.731, -1.837, -0.077)  0.25
C (0.650, -0.169, 1.277)  -1.38
C (0.938, 1.332, -0.700)  -1.17
C (0.598, -0.087, -0.218)  0.10
N (-2.230, -2.836, 0.107)  -0.33
O (-1.944, 0.806, 0.076)  -0.54
O (-1.266, -0.350, -2.136)  -0.62
S (-1.197, -0.223, -0.538)  0.99
H (1.701, 0.095, 1.694)  0.31
H (0.049, 0.519, 1.835)  0.42
H (0.353, -1.065, 1.844)  0.43
H (0.299, 1.970, -0.129)  0.38
H (0.750, 1.342, -1.825)  0.33
H (2.046, 1.427, -0.462)  0.39
H (0.985, -0.925, -0.747)  0.43